Density functional theory data (wB97M-V/def2-TZVPD) for a molecular structure, C4H5N3S at a distorted geometry.

LUMO (spin up / spin down)	0.9 / -3.3	eV
<S²>	2.03
HOMO (spin up / spin down)	-0.2590 / -0.3739	hartree
2S+1	3
total charge	0

XYZ file:
```
13
Properties=species:S:1:pos:R:3:forces:R:3:lowdin_charge:R:1
C 3.21098 0.36527 1.01683 1.677 4.660 0.202 -0.252
C -0.68066 1.17630 0.08380 -0.239 0.032 0.031 0.104
C 0.14299 0.31686 0.07415 -0.692 -1.241 0.113 -0.176
C 0.73296 -1.00272 -0.08013 -1.658 0.471 2.300 -0.099
N 3.26666 -0.71505 0.41634 1.596 -4.930 -1.218 -0.148
N 4.26648 1.18889 0.42466 -2.531 1.479 2.711 -0.376
N 4.09888 -1.02318 -0.50707 -1.707 -0.384 0.256 -0.249
S 5.14404 0.31952 -0.57332 0.959 -0.330 -0.086 0.870
H -1.61793 1.63566 0.04390 -0.429 1.069 0.073 0.021
H 2.41246 0.62041 1.79014 1.658 -0.054 -1.257 0.154
H 1.71651 -0.82957 -0.27372 2.006 -0.662 -1.468 -0.022
H 0.66257 -1.66270 0.78843 0.227 0.671 0.688 0.104
H 0.18324 -1.59504 -0.72034 -0.867 -0.779 -2.343 0.069
```
Positions in Å, forces in eV/Å.